The following is a quantum chemistry calculation of a structure of composition C13H23BHgN6Si at a distorted geometry, from OMol25.

Computed properties:
Net charge   +2
F_max   4.5 eV Å⁻¹
Frontier orbital gap (alpha / beta)   3.672 / 3.673 eV

```
45
Properties=species:S:1:pos:R:3:forces:R:3
C 0.3210 2.8614 0.0096 0.1 0.6 -3.0
N 0.5211 1.5918 -0.4488 -0.4 2.2 0.6
N 0.6122 1.6109 -1.8062 0.1 0.7 0.1
C 0.5359 2.9160 -2.2460 -0.3 -0.5 2.8
C 0.3295 3.7782 -1.0839 0.3 -3.4 -0.1
B 0.8395 0.2710 -2.6084 0.2 -1.5 -1.0
N 1.9962 -0.6843 -2.0732 0.3 0.8 0.7
N 2.1165 -0.9422 -0.7252 -0.4 -0.4 -0.2
C 3.1730 -1.7634 -0.5798 0.1 0.2 -0.8
C 3.8097 -1.9955 -1.8250 -0.8 0.4 0.1
C 3.0178 -1.2941 -2.7493 -0.1 0.2 0.7
Hg 0.1525 -0.0679 0.7406 1.9 -1.8 -3.6
N -0.4893 -0.5732 -2.6315 0.0 0.2 0.4
N -1.0714 -1.0907 -1.4872 -0.2 0.3 -0.3
C -2.2099 -1.6923 -1.9012 0.1 0.3 -0.9
C -2.3557 -1.5792 -3.3017 0.4 0.1 0.5
C -1.2326 -0.8761 -3.7230 -0.2 0.0 0.8
H -2.9386 -2.1872 -1.2592 0.6 0.2 0.2
H -0.9290 -0.5691 -4.7170 0.0 0.0 0.3
H -3.1746 -1.9356 -3.9121 0.2 0.0 0.1
H 1.1314 0.5529 -3.7431 -0.2 0.1 0.3
H 3.1320 -1.1579 -3.8339 -0.1 -0.1 0.7
H 0.6484 3.1450 -3.3018 0.0 -0.1 0.3
H 4.7175 -2.5836 -2.0027 -0.7 0.4 0.0
H 0.1931 4.8381 -1.0109 0.1 0.2 -0.2
H 3.4525 -2.1726 0.3874 0.0 0.3 -0.2
H 0.1639 3.0260 1.0418 0.1 0.3 0.7
H -0.2279 -2.1183 0.7139 0.2 -0.4 0.1
C 0.3187 -2.3116 1.6805 -0.6 0.4 0.0
H 1.1194 -3.0056 1.3588 -0.6 0.0 0.2
H 0.9731 -1.5077 2.1228 -0.2 -0.1 0.2
H -0.4812 -2.5997 2.4004 1.1 -0.1 -0.4
C 0.2750 1.0869 3.7013 0.2 -0.5 -1.5
Si -1.2377 0.6097 2.7015 -1.7 1.0 2.7
C -1.9773 -0.7618 3.7511 0.4 -0.2 -1.2
C -2.4220 1.9566 2.2049 0.5 -0.3 -0.8
H 0.8076 0.1498 3.9251 0.1 0.5 0.2
H -0.2371 1.4505 4.5996 0.2 0.2 0.1
H 0.9163 1.8321 3.2186 0.0 -0.1 0.6
H -2.3465 -0.1376 4.5882 -0.1 -0.3 -0.2
H -2.7937 -1.3355 3.2789 0.3 0.2 0.5
H -1.1563 -1.4052 4.1155 -0.6 0.2 0.0
H -2.8635 2.2544 3.1660 0.0 0.0 -0.1
H -1.9179 2.8141 1.7364 -0.3 -0.2 0.3
H -3.2119 1.6024 1.5282 0.1 0.1 0.3
```
Forces are in eV/Å.